ORCA calculation (ωB97M-V/def2-TZVPD) on an isolated ion of composition C25H54BN4O5 and charge +1 at a distorted geometry.

```
89
Properties=species:S:1:pos:R:3:forces:R:3:mulliken_charge:R:1
C 0.765 7.074 2.172 0.609 -0.568 0.189 -0.798
C 2.192 6.271 1.845 -0.849 0.906 0.767 -0.424
C 1.943 4.711 2.284 -0.418 -0.293 -1.451 -0.652
C 1.495 3.886 0.925 1.957 0.720 -0.020 -0.066
O 0.068 4.035 0.609 0.592 -2.511 -0.010 -0.202
C -0.507 2.833 -0.009 -0.300 -0.542 -1.248 -0.851
C -0.698 1.635 1.092 0.084 2.744 1.496 -0.564
N -1.450 0.416 0.594 -0.981 0.852 0.026 -0.165
C -1.556 -0.535 1.765 0.165 -1.524 3.060 -0.087
C -2.775 -0.164 2.828 0.457 -1.167 0.723 -0.547
C -2.117 -0.226 4.363 0.122 -0.022 0.205 -0.393
C -3.240 -0.133 5.557 -0.066 0.084 0.690 -0.574
O -4.328 -1.146 5.395 0.177 2.232 -0.823 -0.520
C -0.919 -0.187 -0.685 2.190 -0.252 -2.017 1.065
C 0.505 -0.935 -0.334 0.623 -0.589 -0.741 -1.161
C 0.435 -2.574 -0.321 1.709 -0.454 0.551 -0.279
C 1.870 -3.089 0.368 -1.673 0.163 1.072 -0.780
C 1.999 -4.723 0.402 1.698 0.522 0.739 -0.349
C 3.350 -5.111 -0.475 -0.936 -0.668 -0.051 -0.626
C 3.032 -6.536 -1.234 0.359 2.519 -0.901 -0.446
O 2.749 -7.532 -0.188 0.272 -2.630 -3.171 -0.298
C 2.547 -8.837 -0.840 -2.114 -1.099 -4.385 0.548
C 3.102 -10.187 -0.031 -0.369 1.284 -0.127 -0.776
O 1.984 -8.978 -2.047 3.598 1.371 7.542 -0.530
B -2.018 -1.196 -1.453 -0.966 -1.920 -0.463 0.234
O -3.022 -2.016 -0.714 3.070 0.079 -0.716 -0.595
C -2.041 -1.384 -3.118 -0.250 -0.657 0.108 -0.197
C -3.296 -0.529 -3.788 -0.314 0.117 -0.181 -0.932
C -0.545 0.952 -1.852 0.063 0.389 0.255 -1.571
C 0.346 2.207 -1.259 0.311 -0.262 0.696 1.149
C 0.848 3.286 -2.381 -0.417 -0.712 -1.137 -1.272
C -0.291 4.330 -2.920 0.238 1.052 -1.340 0.147
N 0.280 4.945 -4.215 -0.318 1.078 1.622 -0.650
N -0.583 5.499 -2.007 -0.099 -1.504 1.256 -0.568
N -1.611 3.705 -3.311 0.888 -0.243 0.156 -0.493
H 0.449 6.778 3.274 0.585 0.890 -2.283 0.258
H -0.051 6.634 1.438 1.600 1.139 1.500 0.123
H 0.893 8.246 2.070 -0.438 -2.569 0.158 0.317
H 2.391 6.439 0.700 -0.203 -0.751 2.170 0.232
H 3.104 6.766 2.422 -2.063 -1.124 -1.088 0.324
H 1.054 4.611 3.055 1.971 0.309 -1.415 0.265
H 2.907 4.185 2.689 -1.829 1.097 -0.707 0.339
H 2.108 4.383 0.033 -1.239 -1.190 1.805 0.143
H 1.878 2.783 1.005 -1.100 1.853 -0.116 0.118
H -1.565 3.155 -0.458 2.212 -0.650 1.128 0.213
H 0.330 1.359 1.576 -2.044 0.211 -1.185 0.243
H -1.368 2.093 1.968 1.497 -1.090 -1.818 0.135
H -2.438 0.749 0.383 1.378 -0.437 0.370 0.728
H -1.664 -1.665 1.489 0.132 2.496 -0.072 0.101
H -0.554 -0.452 2.407 -2.103 -0.097 -1.730 0.294
H -3.304 0.857 2.598 1.084 -1.859 0.486 0.327
H -3.563 -1.046 2.801 1.506 2.047 -0.143 0.376
H -1.286 0.618 4.497 -1.933 -1.608 -0.246 0.243
H -1.532 -1.250 4.537 -1.408 2.063 -0.695 0.304
H -2.737 -0.378 6.609 -0.960 0.527 -2.436 0.283
H -3.730 0.929 5.656 1.110 -1.917 -0.389 0.300
H -5.123 -0.683 4.983 1.680 -0.890 0.864 0.319
H 1.010 -0.529 0.668 -1.339 -1.002 -2.081 0.246
H 1.281 -0.646 -1.193 -1.750 -0.643 1.910 0.467
H 0.399 -3.059 -1.401 -0.200 1.261 2.071 0.245
H -0.410 -3.033 0.346 1.401 1.025 -1.329 0.177
H 2.761 -2.532 -0.148 -1.620 -1.254 0.986 0.333
H 1.792 -2.740 1.507 0.372 -0.458 -2.473 0.231
H 2.236 -5.039 1.528 -0.782 0.600 -2.509 0.253
H 1.032 -5.297 0.057 1.976 1.268 0.470 0.313
H 3.525 -4.247 -1.261 -0.298 -2.006 1.345 0.314
H 4.315 -5.176 0.209 -2.116 0.060 -1.386 0.275
H 2.089 -6.328 -1.932 2.011 -0.795 1.546 0.240
H 3.962 -6.799 -1.917 -2.022 0.068 1.521 0.360
H 3.592 -9.865 0.990 -1.039 -0.718 -2.159 0.250
H 2.195 -10.916 0.136 1.870 1.553 -0.405 0.286
H 3.890 -10.678 -0.744 -1.591 0.977 1.410 0.273
H -2.697 -2.980 -0.669 -0.945 2.093 -0.330 0.374
H -2.292 -2.525 -3.325 0.552 2.298 0.415 0.320
H -1.005 -1.167 -3.618 -2.113 -0.232 0.773 0.243
H -4.330 -0.913 -3.343 2.304 0.693 -1.082 0.284
H -3.255 0.619 -3.566 0.106 -2.106 -0.343 0.216
H -3.286 -0.640 -4.969 -0.090 0.082 2.611 0.318
H 0.133 0.446 -2.693 -1.758 0.896 1.954 0.442
H -1.573 1.261 -2.317 2.176 -0.069 0.714 0.023
H 1.334 1.708 -0.810 -2.076 1.039 -0.924 0.330
H 1.192 2.647 -3.329 -0.736 1.377 2.002 0.265
H 1.806 3.910 -2.073 -2.144 -1.347 -0.365 0.345
H -0.523 5.540 -4.571 1.293 -0.838 0.517 0.339
H 0.981 5.673 -3.881 -0.966 -1.128 -0.726 0.309
H 0.273 5.740 -1.421 -1.567 -0.562 -0.967 0.264
H -1.359 5.233 -1.329 1.512 0.434 -0.980 0.322
H -2.318 4.433 -3.583 1.269 -0.903 0.200 0.307
H -1.458 3.017 -4.098 -0.239 1.392 1.084 0.271
```
Positions in Å, forces in eV/Å.

Structure (SMILES)   CCCCO[C@@H]1C[N@H+](CCCCO)[C@@](CCCCCCOC(C)=O)(B(O)CC)C[C@H]1CC(N)(N)N
HOMO-LUMO gap   8.63 eV
LUMO level   -0.1054 hartree
Charge   +1
E_tot   -43658.577 eV
Largest force on an atom   8.47 eV/Å
Highest occupied orbital energy   -11.50 eV